Entry 1:
ORCA calculation (ωB97M-V with the def2-TZVPD basis set) on C18H19N7O4S2 in the gas phase in a non-equilibrium geometry.

Last column: Löwdin charge in e.
Element x y z (Å)
1 C -2.3505 -2.7698 -2.5384  -0.09
2 N -3.4379 -2.1922 -1.7772  -0.22
3 C -3.3056 -2.4848 -0.3606  -0.17
4 C -4.5271 -1.9585 0.3945  -0.16
5 N -4.7555 -0.5575 0.1396  -0.24
6 S -4.2159 0.5635 1.2187  0.66
7 O -4.3939 0.0199 2.5300  -0.27
8 O -4.8116 1.8169 0.8764  -0.27
9 C -2.4385 0.7285 0.9411  -0.24
10 C -1.5654 -0.1680 1.5425  -0.04
11 C -0.2173 -0.1352 1.2497  -0.06
12 C 0.2831 0.8074 0.3520  -0.37
13 S 1.9731 0.8868 -0.1237  1.13
14 C 2.4698 -0.7776 0.0700  -0.54
15 N 1.6992 -1.8473 0.0975  0.01
16 N 2.5078 -2.8899 0.1740  -0.03
17 N 3.7202 -2.5383 0.1920  0.05
18 N 3.7685 -1.1997 0.1233  -0.05
19 C 4.9916 -0.5131 0.1428  -0.20
20 C 5.1290 0.7528 -0.4112  -0.04
21 C 6.3618 1.3797 -0.3601  -0.07
22 C 7.4476 0.7501 0.2245  -0.08
23 C 7.3061 -0.5207 0.7593  -0.07
24 C 6.0808 -1.1571 0.7223  -0.01
25 C -0.5998 1.7626 -0.1733  -0.15
26 N -0.1049 2.7964 -1.0214  -0.35
27 O -0.8928 3.4360 -1.6793  0.11
28 O 1.1056 2.9622 -1.0299  -0.03
29 C -1.9639 1.7102 0.1052  0.02
30 C -4.7727 -0.2172 -1.2614  -0.16
31 C -3.5415 -0.7593 -1.9898  -0.17
32 H -2.5024 -2.5545 -3.5945  0.08
33 H -2.3548 -3.8491 -2.3982  0.09
34 H -1.3663 -2.3812 -2.2341  0.09
35 H -3.2484 -3.5684 -0.2375  0.13
36 H -2.3806 -2.0422 0.0533  0.11
37 H -4.4133 -2.0773 1.4715  0.12
38 H -5.4148 -2.5072 0.0637  0.13
39 H -1.9597 -0.8777 2.2526  0.13
40 H 0.4437 -0.8540 1.7027  0.10
41 H 4.2970 1.2439 -0.8902  0.06
42 H 6.4700 2.3646 -0.7870  0.11
43 H 8.4050 1.2469 0.2585  0.10
44 H 8.1514 -1.0184 1.2088  0.11
45 H 5.9495 -2.1471 1.1297  0.11
46 H -2.6326 2.4436 -0.3195  0.13
47 H -4.8346 0.8681 -1.3334  0.12
48 H -5.6708 -0.6593 -1.7044  0.13
49 H -3.6501 -0.5759 -3.0609  0.13
50 H -2.6324 -0.2345 -1.6403  0.12

The energy relative to the best compared isomer or geometry (same formula, charge and spin) is 147.9 kcal per mole. Its energy is -59260.6782 eV. The SMILES is CN1CCN(S(=O)(=O)c2ccc(Sc3nnnn3-c3ccccc3)c([N+](=O)[O-])c2)CC1. The frontier orbital gap comes out at 7.726 eV. The LUMO energy is -1.21 eV.



Entry 2:
ORCA calculation (ωB97M-V with the def2-TZVPD basis set) on 12 unconnected molecules or ions with the total composition H24O12 in a non-equilibrium geometry.

Last column: Löwdin charge in e.
Element x y z (Å)
1 O -0.7214 0.3806 0.3238  -0.06
2 H -0.5575 0.0261 1.2050  0.03
3 H 0.0406 0.9456 0.1529  0.05
4 O -1.2084 -0.3382 3.8974  -0.05
5 H -1.8848 -0.9481 4.2129  0.04
6 H -1.5831 0.5341 4.0640  0.04
7 O 1.4671 -1.7160 1.9901  -0.04
8 H 2.0893 -1.6257 2.7206  0.05
9 H 1.9246 -1.3165 1.2417  0.03
10 O 4.3060 1.4627 0.1659  -0.04
11 H 5.0318 0.9661 -0.2287  0.05
12 H 3.8276 0.8064 0.6849  0.03
13 O 2.6357 -1.1900 -2.0884  -0.05
14 H 3.1311 -0.7632 -2.7965  0.05
15 H 2.8243 -2.1283 -2.2028  0.03
16 O 0.0945 3.6863 1.6885  -0.06
17 H 1.0166 3.9006 1.8698  0.04
18 H -0.0623 2.8799 2.1927  0.02
19 O 2.6382 3.4264 -1.5838  -0.06
20 H 2.9779 2.6528 -1.1200  -0.02
21 H 1.8244 3.1144 -1.9954  0.03
22 O -1.0663 -1.1271 -2.0188  -0.09
23 H -1.3287 -0.4649 -1.3695  0.02
24 H -0.3871 -0.6866 -2.5418  0.04
25 O -4.8793 -0.4643 -0.2547  -0.08
26 H -3.9632 -0.3381 -0.5264  0.01
27 H -5.3740 -0.4452 -1.0817  0.02
28 O -4.5089 1.6063 -1.7261  -0.05
29 H -3.9826 1.5815 -2.5332  0.05
30 H -4.7538 2.5340 -1.6344  0.05
31 O 1.7998 -3.8463 -0.2731  -0.04
32 H 0.9210 -3.9775 -0.6467  0.04
33 H 2.0396 -2.9535 -0.5458  -0.01
34 O -0.9331 -1.8997 -0.0355  -0.11
35 H -0.2494 -2.2194 -0.6349  0.02
36 H -0.5129 -1.9198 0.8316  0.02

The energy relative to the best compared isomer or geometry (same formula, charge and spin) is 90.5 kcal per mole. Its energy is -24957.7696 eV. The SMILES is O.O.O.O.O.O.O.O.O.O.O.O. The frontier orbital gap comes out at 9.173 eV. The LUMO energy is -0.44 eV.



Entry 3:
ORCA calculation (ωB97M-V with the def2-TZVPD basis set) on a molecular structure, C6H6CuO3 in a non-equilibrium geometry.

Last column: Löwdin charge in e.
Element x y z (Å)
1 O -4.1794 0.8260 0.3109  -0.01
2 C -3.6140 0.0816 -0.5127  -0.74
3 O -3.9787 -0.2340 -1.6618  0.00
4 C 0.9633 0.0334 0.8480  -0.18
5 H 0.8177 -0.9073 1.4032  0.13
6 H 0.3862 0.7880 1.4059  0.13
7 C 2.4352 0.4040 0.7951  -0.12
8 H 2.5919 1.3648 0.2810  0.07
9 H 2.8317 0.5247 1.8105  0.08
10 H 3.0292 -0.3873 0.3121  0.07
11 C -2.2568 -0.4354 -0.0594  0.13
12 C -1.0507 -0.6250 -0.5072  0.04
13 C 0.2946 -0.1351 -0.4972  -0.44
14 O 0.8568 0.1910 -1.5543  -0.09
15 Cu 2.7214 0.2752 -2.2630  0.68
16 H -1.8484 -1.7645 -0.1112  0.25

The energy relative to the best compared isomer or geometry (same formula, charge and spin) is 4.3 kcal per mole. Its energy is -57093.9479 eV. The frontier orbital gap (alpha / beta) comes out at 4.555 / 5.437 eV. Its multiplicity is 2. The LUMO energy (alpha / beta) is -2.67 / -2.75 eV.



Entry 4:
ORCA calculation (ωB97M-V with the def2-TZVPD basis set) on a molecular structure, C5HBr5O in a non-equilibrium geometry.

Last column: Löwdin charge in e.
Element x y z (Å)
1 C 1.1823 0.2404 -0.0244  -0.83
2 C 0.6439 -0.9924 -0.0717  -0.82
3 C -1.2280 0.7123 0.2723  -0.38
4 C 0.1284 1.3281 0.1919  -0.64
5 C -0.7637 -1.1312 0.1458  -1.08
6 O -2.3430 1.0341 0.1505  0.15
7 Br 2.9299 0.8106 -0.2128  0.81
8 Br 1.7832 -2.4988 -0.6400  0.67
9 Br 0.2715 2.5979 -1.3001  0.74
10 Br -1.4303 -1.7215 1.8443  0.73
11 Br -1.6125 -2.1556 -1.4645  0.56
12 H 0.4382 1.7762 1.1087  0.10

The energy relative to the best compared isomer or geometry (same formula, charge and spin) is 0.0 kcal per mole. Its energy is -357458.7406 eV. The frontier orbital gap comes out at 8.842 eV. The LUMO energy is -0.79 eV.